(1)
Entry from the Open Molecules 2025 dataset: C25H19HfO5S2 as an isolated structure (wB97M-V/def2-TZVPD).

Output
Kohn-Sham gap: 7.258 eV
maximum force: 0.3 eV Å⁻¹
energy above the lowest of the compared OMol25 structures with the same formula, charge and spin: 0.0 kJ/mol
HOMO: -0.1790 Ha

```
! RIJCOSX wB97M-V def2-TZVPD def2/J DEFGRID3
* xyz -1 1
Hf 1.67486 0.93052 1.30301
O 3.68900 1.90748 1.01290
C 3.29844 2.04171 -0.18931
O 2.63241 1.10426 -0.71678
C 3.28995 3.40101 -0.79001
C 4.28120 3.94456 -1.58563
C 4.14764 5.24176 -2.06135
C 3.01435 5.97210 -1.72361
C 2.02454 5.42227 -0.92514
C 2.13404 4.11866 -0.43516
S 0.86848 3.41602 0.57466
H 5.15621 3.35542 -1.83208
H 4.91753 5.67677 -2.68533
H 2.89889 6.98647 -2.08720
H 1.14503 5.99867 -0.66661
C -0.64310 -0.47322 4.54642
O 0.47843 0.41963 4.59925
C 1.00188 0.68790 3.42461
O 2.01258 1.43336 3.39130
H -1.38981 -0.09951 5.24315
H -0.31529 -1.46593 4.85201
H -1.04606 -0.50645 3.53507
C -5.15928 -2.06160 -4.18828
C -6.43784 -2.55602 -3.56958
O -7.37236 -2.97067 -4.20570
S -6.59832 -2.54178 -1.78557
C -5.05642 -1.87056 -1.21882
C -4.00279 -2.71914 -0.88913
C -2.80039 -2.19795 -0.44516
C -2.62885 -0.81581 -0.30740
C -3.69881 0.02683 -0.62661
C -4.89993 -0.49556 -1.07327
C -1.38838 -0.28436 0.16121
C -0.32608 0.15962 0.55763
H -4.31027 -2.63625 -3.81952
H -4.97984 -1.02159 -3.91546
H -5.24395 -2.15723 -5.26784
H -4.13020 -3.79028 -0.98533
H -1.97648 -2.85355 -0.19577
H -3.57101 1.09555 -0.51799
H -5.72468 0.16295 -1.31588
C 3.63187 -3.80648 1.62280
C 2.31600 -3.55731 1.99004
C 1.79901 -2.27164 1.88282
C 2.55495 -1.18974 1.40646
C 3.87458 -1.48360 1.03986
C 4.41140 -2.76213 1.14564
H 4.04416 -4.80561 1.70508
H 1.69433 -4.36676 2.35813
H 0.76146 -2.10805 2.16419
H 4.50764 -0.68861 0.65705
H 5.43930 -2.94614 0.85222
*
```

Taken from the natural (NBO) analysis, the atomic charges in e are: Hf 2.047; O -0.703; C 0.742; O -0.695; C -0.103; C -0.201; C -0.256; C -0.208; C -0.237; C -0.111; S -0.336; H 0.207; H 0.202; H 0.201; H 0.214; C -0.254; O -0.493; C 0.387; O -0.671; H 0.183; H 0.183; H 0.214; C -0.727; C 0.434; O -0.562; S 0.227; C -0.237; C -0.202; C -0.197; C -0.115; C -0.143; C -0.227; C -0.048; C -0.488; H 0.245; H 0.246; H 0.235; H 0.218; H 0.227; H 0.221; H 0.219; C -0.234; C -0.263; C -0.143; C -0.541; C -0.194; C -0.236; H 0.195; H 0.193; H 0.187; H 0.203; H 0.195

---

(2)
Entry from the Open Molecules 2025 dataset: a 3-piece molecular cluster, C3H9O4S overall (wB97M-V/def2-TZVPD).

Output
Kohn-Sham gap: 8.347 eV
maximum force: 1.8 eV Å⁻¹
energy above the lowest of the compared OMol25 structures with the same formula, charge and spin: 2.4 kJ/mol
HOMO: -0.1947 Ha

```
! RIJCOSX wB97M-V def2-TZVPD def2/J DEFGRID3
* xyz -1 1
O -0.19619 1.79117 0.27860
C -0.23738 0.69078 0.88874
O -0.29850 0.54855 2.12701
C -0.03824 -0.60048 0.05753
C 0.73204 -0.52913 -1.25437
S 0.16728 -1.92204 -2.36625
H -1.04745 -0.95363 -0.17560
H 0.38087 -1.40238 0.67483
H 1.81229 -0.61564 -1.23150
H 0.41648 0.35074 -1.80390
H 0.42326 -2.93906 -1.54313
H 2.07907 3.10993 -0.57070
H 0.91044 2.17805 -0.99415
O 1.75466 2.58945 -1.31570
H -1.59201 -0.50336 2.70627
H -2.77284 -0.89515 1.80099
O -2.49377 -0.89779 2.72132
*
```

Taken from the natural (NBO) analysis, the atomic charges in e are: O -0.791; C 0.786; O -0.773; C -0.543; C -0.456; S -0.120; H 0.211; H 0.208; H 0.216; H 0.229; H 0.105; H 0.460; H 0.508; O -1.007; H 0.510; H 0.452; O -0.995

---

(3)
Entry from the Open Molecules 2025 dataset: one molecule with the formula C4H5NO2 (wB97M-V/def2-TZVPD).

Output
Kohn-Sham gap: 9.597 eV
maximum force: 1.5 eV Å⁻¹
energy above the lowest of the compared OMol25 structures with the same formula, charge and spin: 358.6 kJ/mol
HOMO: -0.3279 Ha
structure (SMILES): NC#C[C@H](O)C=O

```
! RIJCOSX wB97M-V def2-TZVPD def2/J DEFGRID3
* xyz 0 1
N -2.39215 -0.81983 -0.18924
C -1.25666 -0.62605 0.45611
C -0.02880 -0.71212 0.57476
C 1.07963 0.03782 0.00121
O 2.41154 -0.24928 0.33155
C 0.93609 1.56934 0.02939
O -0.12404 2.13604 -0.03730
H -3.29552 -0.63110 0.20270
H -2.33650 -0.95998 -1.18878
H 0.80757 -0.41254 -0.98661
H 2.43922 -1.17292 0.60520
H 1.89206 2.13024 0.11472
*
```

Taken from the natural (NBO) analysis, the atomic charges in e are: N -0.798; C 0.215; C -0.188; C -0.072; O -0.706; C 0.432; O -0.503; H 0.400; H 0.394; H 0.213; H 0.483; H 0.129